No. 1
# C40H38BrCl2N8O3P2Ru

A molecular structure, C40H38BrCl2N8O3P2Ru in a non-equilibrium geometry (the ωB97M-V functional and the def2-TZVPD basis, the OMol25 dataset).

Structure (XYZ):
```
95
Properties=species:S:1:pos:R:3:mulliken_charge:R:1
Ru 0.0063 -0.9614 -1.0739 1.75
Br 4.4159 -5.9525 1.4195 -0.07
Cl 0.4252 -1.6253 -3.6841 -0.15
Cl -1.6581 -3.4802 -4.4990 -0.10
P 0.6977 0.4642 1.0599 1.14
P -0.7966 1.8607 -0.8841 -1.03
O -3.1387 -1.7181 -2.6908 -0.62
O -1.6482 -0.0530 -2.6581 -0.71
O 2.3664 -0.0705 -1.8003 -0.47
N -3.9150 -0.8250 1.3490 -0.77
N 1.7994 -2.4379 -0.1806 1.86
N -0.3446 1.8505 0.7856 0.86
N -3.0629 -3.0114 1.4801 -0.80
N -3.2088 0.5285 -0.3729 0.33
N -0.6287 -3.3911 -1.1152 1.37
N -4.5709 -2.2223 3.0356 -0.36
N -2.0850 -1.4529 0.0192 2.14
C 2.8442 -2.8787 -0.8765 -0.93
C 1.0996 1.0860 3.7715 -0.86
C 0.5916 2.6360 -1.8106 2.64
C 2.2361 -4.0991 1.4786 -1.07
C -2.7036 5.4760 -0.5866 -0.89
C -1.9036 4.3890 -0.2800 -0.23
C 0.2096 -0.1935 5.5996 -0.82
C 0.9495 0.8804 5.1305 -0.81
C 3.9026 3.0427 1.2839 -0.94
C -0.2703 -0.8467 3.3436 0.30
C -1.5371 -3.7604 -0.2094 -0.09
C -1.3216 -6.0646 -0.8000 -0.83
C 4.9645 2.1579 1.3856 -0.95
C 2.0856 4.4573 -2.2529 -0.66
C -0.4053 -1.0547 4.7054 -1.09
C -1.9730 3.2397 -1.0664 1.58
C 1.7664 2.7491 -3.9087 -0.28
C -0.3651 -5.6787 -1.7249 -1.16
C -0.0506 -4.3320 -1.8454 -0.83
C -3.5700 5.4297 -1.6692 -0.76
C 2.3885 3.9150 -3.4922 -0.80
C 0.4936 0.2154 2.8667 0.54
C 3.4442 0.3131 1.1943 -0.41
C 1.1768 3.8339 -1.4161 -0.81
C 3.3459 -4.5399 0.7630 -0.35
C -1.4204 2.0497 1.7612 -1.44
C -2.1401 -1.1491 -3.0575 -0.09
C -3.8330 -2.0101 1.9548 0.19
C -1.2518 -1.7926 -4.2121 0.32
C 1.5059 -3.0450 0.9666 0.00
C 3.6510 -3.9180 -0.4440 -0.94
C -3.0808 -0.5974 0.3521 -0.39
C 4.7322 0.7911 1.3531 -0.61
C -1.9148 -5.0865 -0.0207 -0.87
C -2.8388 3.1960 -2.1548 -0.90
C 0.8697 2.1090 -3.0678 -1.76
C -2.2439 -2.6905 0.5071 -0.29
C 2.6082 2.5699 1.1496 -0.45
C -3.6354 4.2880 -2.4541 -0.74
C 2.3721 1.2012 1.0917 0.08
H -1.2232 4.4462 0.5562 0.34
H 2.5602 0.3934 -2.6218 0.24
H 2.5404 5.3880 -1.9489 0.50
H -0.9892 -1.8863 5.0685 0.53
H 1.9687 2.3550 -4.8936 0.53
H -1.7215 1.1133 2.2353 0.28
H 0.1233 -6.4016 -2.3566 0.58
H -5.2351 -1.5164 3.3075 0.27
H -4.1891 6.2837 -1.9013 0.43
H -0.7689 -1.5090 2.6457 0.18
H 0.6997 -4.0147 -2.5556 0.56
H 1.6887 1.9198 3.4186 0.46
H 0.3533 1.2149 -3.3918 0.76
H -2.8664 2.3125 -2.7761 0.28
H -2.6698 -5.3098 0.7164 0.61
H -4.6422 -3.1502 3.4177 0.27
H -1.6021 -7.1009 -0.6869 0.50
H 1.9530 -4.5594 2.4108 0.59
H -2.2957 2.4778 1.2750 0.64
H 0.6447 -2.6716 1.5057 -0.12
H 4.5004 -4.2414 -1.0250 0.52
H -4.3046 4.2446 -3.3002 0.50
H 4.0798 4.1061 1.3351 0.51
H 2.9112 0.3244 -1.1082 0.29
H 1.7756 3.2546 1.1260 0.81
H 5.5517 0.0982 1.4640 0.52
H -1.3753 -1.2325 -5.1429 0.49
H 0.9006 4.2991 -0.4844 0.26
H -4.0816 1.0227 -0.2441 0.33
H -1.0840 2.7263 2.5498 0.25
H -2.6487 6.3667 0.0224 0.48
H 3.0905 4.4116 -4.1438 0.44
H 1.4164 1.5613 5.8256 0.49
H 3.0463 -2.3677 -1.8098 0.46
H 0.1117 -0.3560 6.6607 0.43
H 3.2603 -0.7529 1.1834 0.47
H -2.8792 0.4270 -1.3365 -0.08
H 5.9684 2.5326 1.5042 0.44
```

Calculated values
Gap between HOMO and LUMO (spin up / spin down) in Ha: 0.205 / 0.227
2S+1: 2
Total charge: +2
HOMO energy (spin up / spin down) in eV: -13.11 / -13.21

No. 2
# C18H53O12

10 unconnected molecules or ions with the total composition C18H53O12 in a non-equilibrium geometry (the ωB97M-V functional and the def2-TZVPD basis, the OMol25 dataset).

Structure (XYZ):
```
83
Properties=species:S:1:pos:R:3:mulliken_charge:R:1
O 36.3750 22.5440 14.4410 -0.66
O 36.6680 19.5630 12.6190 0.01
O 31.8780 18.9720 12.8300 -0.57
O 35.3460 15.4000 13.7790 -0.41
O 38.9310 17.0120 15.6810 -0.54
O 39.3850 16.4440 11.9980 -0.48
O 32.6220 15.3630 13.8700 -0.50
O 37.0380 16.6430 13.4310 0.06
O 35.8750 13.8540 11.5010 -0.42
O 34.9970 17.5900 13.5500 -0.16
O 36.0390 13.1270 15.2290 -0.63
O 34.2750 17.6560 16.3810 -0.53
C 35.7110 12.4750 11.5280 1.18
C 36.5320 19.5660 11.2240 1.06
C 35.3570 18.1150 17.1160 0.75
C 35.3950 20.4450 10.8990 -1.02
C 34.0310 22.0910 14.0290 -0.85
C 32.4610 13.9410 13.8840 -0.46
C 35.0580 22.8450 14.8670 0.65
C 39.5400 18.1630 15.1920 -0.50
C 34.7010 18.2800 18.5410 -1.47
C 36.0100 19.4360 16.5610 -0.37
C 37.0180 11.7950 11.4180 -1.24
C 37.8630 20.1010 10.6320 -2.65
C 31.8050 18.7000 14.2300 -0.44
C 35.7390 16.4990 13.6380 0.61
C 40.0190 15.2010 12.1180 -0.34
C 34.6930 12.0600 10.4750 -1.43
C 37.4940 13.4470 15.4970 0.12
C 35.0710 24.3650 14.5970 -1.59
H 31.5940 13.6820 13.1400 0.22
H 36.3330 18.4660 11.0500 0.11
H 35.3540 18.4490 13.4770 0.08
H 35.6510 21.5270 11.2670 0.16
H 31.0740 19.4870 14.6400 0.25
H 37.6570 12.1910 12.2730 0.07
H 35.9350 24.8680 14.8950 0.47
H 33.9100 19.0130 18.6200 0.36
H 37.9900 12.9910 16.4230 0.27
H 32.1120 18.1050 12.3960 0.33
H 37.5580 12.0260 10.5010 0.30
H 39.7080 18.8610 15.9720 0.44
H 34.3680 20.1640 11.6500 0.02
H 37.9010 12.9950 14.4930 -0.03
H 38.3000 16.7330 14.8510 0.22
H 35.0560 22.5170 15.8800 0.22
H 34.3430 24.7620 15.3820 0.29
H 34.3940 17.1360 18.9000 0.28
H 40.6120 15.0840 13.1100 0.22
H 38.7470 19.5130 10.5480 0.32
H 37.5730 14.5610 15.5040 -0.19
H 35.6920 13.9240 14.8930 0.34
H 34.1660 21.0530 14.3210 -0.05
H 40.3470 18.1430 14.4840 0.28
H 33.3460 13.3600 13.5580 -0.07
H 35.5470 18.4530 19.2270 0.43
H 35.3080 12.3000 12.5660 0.16
H 34.7810 17.5490 15.5130 -0.16
H 34.2620 11.0110 10.3320 0.33
H 31.3720 17.7710 14.4380 0.32
H 33.1200 22.2060 14.4850 0.52
H 36.3860 21.5710 14.0200 0.25
H 37.7140 20.3480 9.7800 0.99
H 34.9380 24.8340 13.6700 0.39
H 37.8780 20.9970 10.9890 0.73
H 36.4690 19.0150 15.6750 -0.12
H 34.0190 22.2520 12.9550 0.25
H 36.1260 17.3100 17.0980 0.19
H 35.2590 20.6080 9.8400 0.52
H 34.9310 12.6160 9.6110 0.36
H 39.1070 14.3520 12.3750 -0.09
H 33.6480 15.6590 13.6700 0.32
H 35.7110 14.0760 12.3390 0.01
H 37.0350 10.7700 11.5770 0.41
H 33.6590 12.5150 10.6760 0.26
H 32.1370 13.4310 14.7730 0.31
H 35.3200 20.2860 16.3750 -0.07
H 36.7250 19.6410 17.4690 0.43
H 37.0680 18.7450 13.0380 -0.28
H 40.6260 14.7240 11.3020 0.29
H 32.9180 18.8440 14.6970 0.06
H 38.9020 18.7050 14.5880 -0.16
H 38.5390 16.2610 12.2200 0.26
```

Calculated values
Gap between HOMO and LUMO in Ha: 0.357
Total charge: -1
ΔE to the lowest compared entry with this formula, charge and spin in kJ/mol: 0.0
HOMO energy in eV: -6.89